1.
# C7H11FN3O

The ion C7H11FN3O with charge +1 (the ωB97M-V functional and the def2-TZVPD basis, the OMol25 dataset).

Last column: Mulliken charge in e.
Cartesian coordinates (Å):
C: 1.432 2.023 0.636  -1.312
C: 0.696 0.838 1.283  0.141
F: 1.479 -0.066 1.933  -0.346
C: -0.167 -0.048 0.355  0.560
C: -0.991 0.791 -0.705  -0.749
C: -1.478 -0.391 -1.582  0.134
N: -2.153 -1.421 -0.934  -0.576
C: -1.929 -1.616 0.303  -0.327
N: -1.004 -0.932 1.036  -0.112
O: -0.085 -0.920 -1.894  -0.371
C: 0.588 -0.919 -0.813  0.115
N: 1.728 -1.505 -0.696  -0.203
H: 2.274 1.464 0.128  0.303
H: 1.835 2.573 1.406  0.462
H: 0.793 2.668 -0.096  0.286
H: 0.204 1.207 2.175  0.448
H: -0.278 1.543 -1.229  0.456
H: -1.890 1.332 -0.232  0.239
H: -1.697 0.000 -2.563  0.440
H: -2.617 -2.318 0.691  0.475
H: -1.083 -0.942 2.064  0.346
H: 2.122 -1.469 0.239  0.273
H: 2.222 -1.890 -1.501  0.317

SMILES: C[C@H](F)[C@]12C[C@H](N=CN1)OC2=[NH2+]
2S+1: 1
Net charge: +1
Relative energy (zero: lowest compared OMol25 entry of this formula, charge and spin): 0.915 eV



2.
# C14H18Li4N4O14

A structure of composition C14H18Li4N4O14 (the ωB97M-V functional and the def2-TZVPD basis, the OMol25 dataset).

Last column: Mulliken charge in e.
Cartesian coordinates (Å):
Li: 0.633 -0.778 2.415  0.800
Li: 2.606 -0.179 0.301  0.709
Li: -0.268 -2.079 0.100  0.742
Li: -0.687 1.295 0.613  0.833
C: 5.672 0.259 -2.533  -0.547
C: 5.529 0.366 -3.858  0.198
C: 4.132 0.188 -4.430  0.049
O: 3.941 0.328 -5.734  -0.771
C: 3.019 -0.193 -3.734  -1.064
C: 3.153 -0.286 -2.296  1.071
C: 4.618 -0.143 -1.615  0.521
O: 4.737 -0.255 -0.397  -0.813
O: 2.185 -0.416 -1.639  -0.766
O: 6.639 0.611 -4.540  -0.775
H: 6.605 0.370 -2.000  0.341
H: 2.166 -0.475 -4.333  0.497
C: -3.002 -0.162 4.580  -0.570
C: -3.991 0.609 5.017  0.488
C: -4.218 2.025 4.552  0.343
O: -5.163 2.784 5.044  -0.776
C: -3.335 2.613 3.673  -0.684
C: -2.178 1.835 3.155  0.473
C: -2.088 0.346 3.623  0.083
O: -1.168 -0.348 3.095  -0.546
O: -1.327 2.193 2.380  -0.923
O: -4.720 -0.004 5.876  -0.781
H: -2.897 -1.179 4.927  0.440
H: -3.403 3.648 3.371  0.421
O: -0.026 -2.728 1.928  -1.042
H: 0.684 -2.979 2.550  0.100
O: 0.316 -0.242 0.541  -0.575
H: 0.690 -0.373 -0.352  0.233
O: 2.566 -2.114 1.431  -0.394
H: 1.718 -2.550 1.513  0.289
H: 3.208 -2.811 1.567  0.196
O: 2.419 1.274 1.779  -0.407
H: 3.274 1.353 2.202  0.247
H: 2.046 2.154 1.827  0.225
C: -0.731 -1.268 -3.676  0.636
O: -1.865 -1.485 -4.086  -0.753
N: 0.314 -1.991 -4.043  -0.248
N: -0.523 -0.309 -2.815  -0.039
H: 0.125 -2.889 -4.464  0.200
H: 1.256 -1.724 -3.796  0.091
H: 0.462 -0.230 -2.603  0.139
H: -1.301 -0.014 -2.242  0.157
C: -3.471 0.616 -0.383  0.618
O: -2.232 0.506 -0.537  -0.688
N: -4.341 0.151 -1.215  -0.427
N: -3.964 1.318 0.568  -0.307
H: -5.303 0.434 -1.091  0.149
H: -4.006 -0.465 -1.942  0.258
H: -3.552 2.140 0.987  0.225
H: -4.957 1.254 0.742  0.126

2S+1: 1
Net charge: -2



3.
# C3H7N2O2

The ion C3H7N2O2 with charge +1 (the ωB97M-V functional and the def2-TZVPD basis, the OMol25 dataset).

Last column: Mulliken charge in e.
Cartesian coordinates (Å):
C: 0.517 0.847 1.284  -0.118
C: 0.670 -1.502 1.264  -0.176
C: -0.957 0.794 -2.253  -0.409
N: -0.280 -0.632 -0.592  -0.158
N: 1.036 -0.160 1.789  -0.133
O: 0.786 -1.397 -0.188  -0.084
O: -0.006 -0.208 -1.823  -0.035
H: 0.654 1.928 1.471  0.345
H: 1.312 -2.293 1.595  0.381
H: -0.402 -1.859 1.517  0.260
H: -1.882 0.284 -2.432  0.270
H: -0.538 1.285 -3.173  0.265
H: -0.910 1.704 -1.420  0.226
H: 1.887 -0.151 2.500  0.364

2S+1: 1
Net charge: +1
Relative energy (zero: lowest compared OMol25 entry of this formula, charge and spin): 7.481 eV



4.
# C4H9NO

The molecule C4H9NO (the ωB97M-V functional and the def2-TZVPD basis, the OMol25 dataset).

Last column: Mulliken charge in e.
Cartesian coordinates (Å):
C: 0.223 1.517 -1.263  -0.960
C: -0.890 0.456 -1.129  -0.485
C: -0.811 -0.108 0.275  0.582
O: -1.441 0.356 1.211  -0.633
N: 0.123 -1.100 0.422  -0.232
C: 0.707 -1.374 1.717  -0.843
H: 0.989 1.361 -0.497  0.291
H: 0.721 1.467 -2.235  0.271
H: -0.169 2.527 -1.127  0.302
H: -1.881 0.889 -1.270  0.299
H: -0.757 -0.333 -1.876  0.290
H: 0.645 -1.371 -0.398  0.239
H: 1.721 -0.957 1.787  0.284
H: 0.074 -0.883 2.457  0.339
H: 0.745 -2.446 1.927  0.255

SMILES: CCC(=O)NC
2S+1: 1
Net charge: 0
Relative energy (zero: lowest compared OMol25 entry of this formula, charge and spin): 0.452 eV



Calculated total energy, respectively: -16664.7796 -50263.2362 -10285.3298 -7831.8675 eV.
Strongest force on any atom, respectively: 3.91 7.85 3.65 0.33 eV Å⁻¹.